one | Density functional theory data (wB97M-V/def2-TZVPD) for an isolated molecule of CH2N2O2S.

The geometry in ORCA input format:
```
! wB97M-V def2-TZVPD RIJCOSX def2/J DEFGRID3
* xyz 0 1
C -1.4439 0.0885 -0.4257
N -0.2857 -0.1002 0.1267
N -1.2822 1.0721 -1.4718
O -0.1685 1.5603 -1.6843
O -2.3982 1.5214 -2.1364
S -2.5041 2.7023 -3.3358
H 0.3762 0.6425 -0.2103
H -0.2196 -0.9288 0.8359
*
```

Summary:
- HOMO-LUMO gap (spin up / spin down) (eV) = 8.40 / 7.16
- HOMO level (spin up / spin down) (eV) = -9.57 / -9.24

two | Density functional theory data (wB97M-V/def2-TZVPD) for a cluster of 2 separate species, CH2N2O2S in total.

The geometry in ORCA input format:
```
! wB97M-V def2-TZVPD RIJCOSX def2/J DEFGRID3
* xyz 0 1
C 1.1667 0.2170 1.2208
N -1.2993 -0.4097 -1.3921
N 0.7890 0.8225 0.2769
O -0.6523 -1.2848 -0.5212
O -1.5888 -0.4546 -0.0108
S 1.5224 -0.8697 2.2048
H -0.7417 0.3609 -1.5387
H 0.8041 1.6184 -0.2397
*
```

Summary:
- HOMO-LUMO gap (eV) = 10.47
- HOMO level (eV) = -9.67
- structure (SMILES) = [nH]1oo1.N=C=S

three | Density functional theory data (wB97M-V/def2-TZVPD) for a cluster of 2 separate species, CH2N2O2S in total.

The geometry in ORCA input format:
```
! wB97M-V def2-TZVPD RIJCOSX def2/J DEFGRID3
* xyz 0 1
C -1.3933 0.8110 -0.6883
N -0.5652 0.9417 -1.5271
N 2.4201 -0.1827 -0.5778
O 2.1700 -1.1877 0.3990
O 2.5281 0.8961 -0.1389
S -2.1763 0.4885 0.6278
H 2.1992 -1.9789 -0.1014
H 0.1949 1.5472 -1.7085
*
```

Summary:
- HOMO-LUMO gap (eV) = 9.48
- HOMO level (eV) = -9.55
- structure (SMILES) = N=C=S.O=NO

four | Density functional theory data (wB97M-V/def2-TZVPD) for a cluster of 2 separate species, CH2N2O2S in total.

The geometry in ORCA input format:
```
! wB97M-V def2-TZVPD RIJCOSX def2/J DEFGRID3
* xyz 0 1
C 3.5038 0.7938 -0.0122
N 4.1406 1.7697 -0.0298
N -0.2951 -0.4957 -0.0046
O 1.2834 -2.0857 1.2918
O 1.2809 -2.1936 -1.2172
S 1.2020 -1.4221 0.0017
H -0.0782 0.2888 -0.6556
H -0.4929 -0.1084 0.9798
*
```

Summary:
- HOMO-LUMO gap (spin up / spin down) (eV) = 9.40 / 6.17
- HOMO level (spin up / spin down) (eV) = -12.62 / -10.50

Bottom line: three, by a margin of 0.0792 hartree.

one | Density functional theory data (wB97M-V/def2-TZVPD) for a structure of composition CH2N2O2S.

The geometry in ORCA input format:
```
! wB97M-V def2-TZVPD RIJCOSX def2/J DEFGRID3
* xyz 0 1
C 1.5100 0.6297 -0.1512
N 0.4261 -1.2707 0.8064
N -0.0188 -0.3519 0.1885
O 3.9498 0.1915 0.5011
O 2.1456 0.1358 -1.2587
S 2.8042 -0.5798 0.1259
H 1.5680 1.6519 -0.2166
H -0.2626 -2.0600 0.9680
*
```

Summary:
- HOMO-LUMO gap (eV) = 9.38
- HOMO level (eV) = -8.89

two | Density functional theory data (wB97M-V/def2-TZVPD) for a cluster of 2 separate species, CH2N2O2S in total.

The geometry in ORCA input format:
```
! wB97M-V def2-TZVPD RIJCOSX def2/J DEFGRID3
* xyz 0 1
C 0.2266 -0.7454 -0.3435
N -1.5083 0.9732 0.5374
N -1.6481 -0.0166 -0.1120
O 2.7351 0.2257 -0.6269
O 0.9210 -0.9206 0.7698
S 1.4539 0.4460 -0.0363
H 0.2049 -1.6086 -0.9894
H -2.3852 1.6463 0.8010
*
```

Summary:
- HOMO-LUMO gap (eV) = 8.83
- HOMO level (eV) = -8.35

Bottom line: one, by a margin of 0.0098 hartree.

one | Density functional theory data (wB97M-V/def2-TZVPD) for a structure of composition CsH2O.

The geometry in ORCA input format:
```
! wB97M-V def2-TZVPD RIJCOSX def2/J DEFGRID3
* xyz 1 1
Cs 21.8499 -3.2972 2.5710
O 23.0933 -5.9557 3.2339
H 22.5839 -6.2209 2.4588
H 24.0094 -6.1967 3.0317
*
```

Summary:
- HOMO-LUMO gap (eV) = 12.34
- HOMO level (eV) = -16.35

two | Density functional theory data (wB97M-V/def2-TZVPD) for a structure of composition CsH2O.

The geometry in ORCA input format:
```
! wB97M-V def2-TZVPD RIJCOSX def2/J DEFGRID3
* xyz 1 1
Cs 30.7980 -12.9250 -10.1430
O 28.9660 -12.0720 -12.9010
H 28.0790 -12.1480 -13.2750
H 29.1060 -12.9400 -12.5540
*
```

Summary:
- HOMO-LUMO gap (eV) = 11.71
- HOMO level (eV) = -15.85

Bottom line: one, by a margin of 0.0101 hartree.

one | Density functional theory data (wB97M-V/def2-TZVPD) for a cluster of 2 separate species, H3INO2P in total.

The geometry in ORCA input format:
```
! wB97M-V def2-TZVPD RIJCOSX def2/J DEFGRID3
* xyz 0 1
N 1.3222 0.7431 -0.6248
O -0.7127 2.0437 -1.2549
O -1.8475 -2.0518 0.8640
P 0.1388 1.8724 -0.0747
I 3.1453 0.2047 0.2494
H 1.0477 0.4784 -1.5620
H -2.1069 -1.5251 1.7270
H -0.9868 -1.7655 0.6760
*
```

Summary:
- HOMO-LUMO gap (eV) = 8.78
- HOMO level (eV) = -9.83
- structure (SMILES) = O=PNI.O

two | Density functional theory data (wB97M-V/def2-TZVPD) for a cluster of 2 separate species, H3INO2P in total.

The geometry in ORCA input format:
```
! wB97M-V def2-TZVPD RIJCOSX def2/J DEFGRID3
* xyz 0 1
N -1.2939 0.4060 -0.4942
O 0.4191 2.1120 -0.4062
O 1.5208 -1.4399 0.6104
P -0.5311 1.4832 0.5275
I -2.6877 -1.0603 -0.0353
H -1.1072 0.3549 -1.4622
H 1.9154 -0.9768 -0.1857
H 1.7646 -0.8791 1.4457
*
```

Summary:
- HOMO-LUMO gap (eV) = 8.97
- HOMO level (eV) = -9.58
- structure (SMILES) = O=PNI.O

three | Density functional theory data (wB97M-V/def2-TZVPD) for a cluster of 2 separate species, H3INO2P in total.

The geometry in ORCA input format:
```
! wB97M-V def2-TZVPD RIJCOSX def2/J DEFGRID3
* xyz 0 1
N -1.3354 1.5183 0.0583
O 1.1739 -1.2263 -1.3269
O 2.1068 -1.2113 1.0562
P 0.8601 -0.7328 0.0180
I -2.0644 0.4424 -1.4032
H -0.9587 0.9854 0.7237
H -2.3457 2.2787 0.1316
H 2.5633 -2.0545 0.7424
*
```

Summary:
- HOMO-LUMO gap (eV) = 8.34
- HOMO level (eV) = -8.76
- structure (SMILES) = O=PO.NI

Bottom line: two, by a margin of 0.0076 hartree.